(P)
C3H3ClNO | the ωB97M-V functional and the def2-TZVPD basis

Structure (XYZ):
```
9
Properties=species:S:1:pos:R:3:lowdin_charge:R:1
C -0.489 1.047 -0.147 -0.6078
H 1.126 -1.396 0.238 0.1117
C 0.216 -0.940 0.227 -0.0455
N -0.178 -0.165 -0.926 -0.1516
Cl -1.248 2.418 -0.562 0.9338
H 0.929 0.640 1.710 0.1534
H -0.648 -1.660 0.584 0.2013
C 0.198 0.358 0.946 0.1534
O 0.094 -0.301 -2.069 0.2513
```

Gap between HOMO and LUMO (alpha / beta) in eV: 8.4 / 8.4
Charge: +1
HOMO energy (alpha / beta) in eV: -15.433 / -15.433
LUMO level (alpha / beta) in eV: -7.01 / -7.01

---

(Q)
C3H3ClNO | the ωB97M-V functional and the def2-TZVPD basis

Structure (XYZ):
```
9
Properties=species:S:1:pos:R:3:lowdin_charge:R:1
C -1.396 0.375 0.575 -0.0207
C -0.092 -0.067 0.736 -0.0669
O -2.462 0.569 0.339 0.4195
H 0.621 0.784 1.048 0.1989
H 1.306 -1.551 -0.265 0.1543
Cl 0.330 1.428 -1.982 0.7084
N 1.078 -0.019 -1.502 -0.3551
C 0.766 -0.602 -0.477 -0.2404
H -0.151 -0.917 1.527 0.2021
```

Gap between HOMO and LUMO in eV: 9.1
Charge: +1
HOMO energy in eV: -15.135
LUMO level in eV: -6.00

---

Order of stability, best first: (Q), (P)

---

(P)
C3H3ClNO | the ωB97M-V functional and the def2-TZVPD basis

Structure (XYZ):
```
9
Properties=species:S:1:pos:R:3:lowdin_charge:R:1
Cl 0.288 2.396 0.072 0.3234
H -0.897 2.926 0.256 -0.1810
C -1.532 -0.987 -0.180 0.1561
O 3.253 -0.172 0.206 0.3675
C -0.244 -0.919 -0.210 -0.0173
H -2.105 -1.512 -0.986 0.1423
H -1.867 -0.552 0.695 0.0922
N 0.950 -0.745 0.026 0.2347
C 2.154 -0.435 0.120 -0.1180
```

Gap between HOMO and LUMO in eV: 8.8
Charge: +1
HOMO energy in eV: -15.674
LUMO level in eV: -6.85

---

(Q)
C3H3ClNO | the ωB97M-V functional and the def2-TZVPD basis

Structure (XYZ):
```
9
Properties=species:S:1:pos:R:3:lowdin_charge:R:1
C 0.581 0.496 -0.022 -0.0065
N -1.976 -0.176 -0.259 -0.0052
Cl 3.384 -0.039 -0.013 1.0545
O -2.286 0.911 0.042 0.1123
H 0.004 1.383 0.216 0.1397
H -0.409 -1.388 -0.766 0.1394
C 1.860 0.274 -0.113 -0.4585
H -0.540 -0.871 0.963 0.1251
C -0.617 -0.590 -0.048 -0.1009
```

Gap between HOMO and LUMO (alpha / beta) in eV: 6.8 / 6.8
Charge: +1
HOMO energy (alpha / beta) in eV: -14.155 / -14.159
LUMO level (alpha / beta) in eV: -7.33 / -7.32

---

Order of stability, best first: (P), (Q)

---

(P)
C3H12N3S | the ωB97M-V functional and the def2-TZVPD basis

Structure (XYZ):
```
19
Properties=species:S:1:pos:R:3:lowdin_charge:R:1
N -1.468 1.062 1.028 0.1270
H -3.469 0.442 -2.185 0.0034
H -1.648 1.468 2.006 0.1673
C 0.637 1.154 1.841 -0.0111
H -2.128 -0.879 -2.476 0.0496
H 3.559 -1.824 0.809 0.0489
H 3.367 -1.044 -0.646 0.0597
H 1.696 0.868 1.998 0.1306
H -2.378 0.349 -3.567 0.0511
S 0.686 -1.842 -0.238 1.0167
C -2.459 0.224 -2.430 -0.0591
C 0.052 -0.599 0.417 -0.5416
H -2.238 0.568 0.707 0.0923
N -0.288 0.468 1.017 -0.2781
H 0.261 1.264 2.833 0.1024
H 3.637 -2.786 -0.468 0.0534
H 0.829 2.103 1.498 0.0838
N 3.191 -1.932 -0.140 -0.0641
H -1.839 0.936 -2.003 -0.0324
```

Gap between HOMO and LUMO in eV: 8.8
Charge: +1
HOMO energy in eV: -13.326
LUMO level in eV: -4.55

---

(Q)
C3H12N3S | the ωB97M-V functional and the def2-TZVPD basis

Structure (XYZ):
```
19
Properties=species:S:1:pos:R:3:lowdin_charge:R:1
H -0.145 -1.854 -1.759 0.1103
H -0.528 -3.919 0.963 0.1340
H -0.677 0.055 -1.077 0.0569
H 0.606 2.816 -0.633 0.1244
H -1.117 -1.646 1.023 0.1530
C 0.497 1.733 -0.501 -0.2836
C -0.695 -2.064 0.078 -0.3020
H -0.897 1.656 -2.039 0.1811
S 2.233 1.854 1.650 0.7342
H -1.610 1.521 -0.518 0.1431
H 0.468 0.318 1.095 0.0310
N -0.795 1.236 -1.062 0.0726
N -0.328 -3.343 0.131 0.1253
N -0.556 -1.338 -0.966 0.0646
H 1.273 1.246 -1.075 0.1194
H 0.207 -3.788 -0.610 0.1251
C 0.557 1.382 0.964 -0.5324
H 1.780 2.270 2.822 -0.1517
H -0.272 1.866 1.512 0.0948
```

Gap between HOMO and LUMO in eV: 9.7
Charge: +1
HOMO energy in eV: -12.475
LUMO level in eV: -2.74

---

Order of stability, best first: (Q), (P)

---

(P)
C2H10N2O3 | the ωB97M-V functional and the def2-TZVPD basis

Structure (XYZ):
```
17
Properties=species:S:1:pos:R:3:lowdin_charge:R:1
H 3.366 3.419 4.023 0.0608
O -1.547 0.545 -3.664 -0.0489
C 0.112 -1.486 0.894 -0.2373
H -1.859 -2.180 1.109 0.0954
H -2.436 0.294 -3.469 0.0239
N -0.621 0.221 -0.709 0.1103
H -1.157 0.438 0.166 0.1066
H -1.096 -0.006 -3.005 0.0007
C 0.187 -0.958 -0.558 -0.4299
H -1.224 -1.489 2.399 0.0948
H -0.453 0.691 -1.608 0.0839
O 2.551 3.791 3.561 -0.1176
O 0.542 -1.793 -1.456 -0.0119
N -1.235 -1.396 1.357 -0.0342
H 0.433 -2.519 0.760 0.1107
H 2.528 4.671 4.041 0.0567
H 0.728 -0.767 1.499 0.1360
```

Gap between HOMO and LUMO in eV: 10.4
Charge: 0
HOMO energy in eV: -9.671
LUMO level in eV: 0.70

---

(Q)
C2H10N2O3 | the ωB97M-V functional and the def2-TZVPD basis

Structure (XYZ):
```
17
Properties=species:S:1:pos:R:3:lowdin_charge:R:1
N 1.078 0.225 1.308 -0.0230
N -1.243 -0.978 0.588 0.1539
C 0.197 0.987 0.337 -0.1439
H 1.711 -0.353 0.764 0.0748
H -0.245 2.485 -3.651 0.0289
O 0.121 2.611 -2.778 -0.0683
H 1.640 0.849 1.873 0.0749
O -1.082 0.025 -1.441 0.0475
H -2.197 -1.274 0.500 0.1072
O 1.191 -2.919 2.105 -0.0632
C -0.817 0.041 -0.253 -0.5252
H 0.959 -2.051 2.448 0.0005
H -0.334 1.569 1.113 0.1311
H 2.033 -2.777 1.665 0.0269
H -0.577 2.202 -2.245 0.0075
H 0.813 1.537 -0.374 0.1124
H -0.717 -0.833 1.442 0.0581
```

Gap between HOMO and LUMO in eV: 10.6
Charge: 0
HOMO energy in eV: -10.053
LUMO level in eV: 0.52

---

Order of stability, best first: (Q), (P)

---

(P)
C4H10NO2 | the ωB97M-V functional and the def2-TZVPD basis

Structure (XYZ):
```
17
Properties=species:S:1:pos:R:3:lowdin_charge:R:1
H -1.761 -0.311 -1.815 0.1034
H -2.381 -0.751 0.777 0.0463
H -0.849 1.155 -0.264 0.1340
H 2.813 1.093 -0.285 0.0690
C 0.952 0.023 -0.549 -0.1994
H 1.357 2.039 -0.033 0.0797
C 1.826 1.048 0.223 -0.5323
H 0.091 0.408 1.781 0.0450
H -0.177 -1.088 1.453 0.0781
H 1.120 0.194 -1.615 0.0943
H 1.306 -0.996 -0.328 0.1056
C -1.468 -0.797 -0.880 -0.2550
H -0.969 -1.751 -1.113 0.1044
N -0.628 -0.180 1.331 0.0177
C -0.498 0.127 -0.110 -0.4057
O -2.646 -1.038 -0.123 -0.1243
O 1.913 0.825 1.550 -0.3608
```

Gap between HOMO and LUMO in eV: 6.8
Charge: -1
HOMO energy in eV: -2.817
LUMO level in eV: 3.98

---

(Q)
C4H10NO2 | the ωB97M-V functional and the def2-TZVPD basis

Structure (XYZ):
```
17
Properties=species:S:1:pos:R:3:lowdin_charge:R:1
C 0.676 -1.348 -0.199 -0.2993
N -0.499 -1.155 -1.050 -0.0791
C -1.785 -0.519 -0.582 -0.4114
O 0.258 1.679 1.131 -0.3147
C 1.297 0.754 1.203 -0.4010
H 1.629 0.540 -0.925 0.0591
H -0.240 -0.721 -1.888 0.0645
C 1.665 -0.186 -0.164 -0.1807
O -1.717 0.818 -0.406 -0.2214
H 1.140 -2.358 -0.736 0.1156
H 1.091 0.195 2.138 0.0683
H -0.684 1.206 0.193 0.1229
H 2.375 1.185 1.455 0.0813
H 2.802 -0.587 -0.149 0.1154
H 0.519 -1.749 0.838 0.1050
H -2.442 -0.917 -1.332 0.0729
H -2.147 -0.888 0.404 0.1027
```

Gap between HOMO and LUMO in eV: 8.0
Charge: -1
HOMO energy in eV: -3.635
LUMO level in eV: 4.32

---

Order of stability, best first: (P), (Q)

---

(P)
C5H7NS2 | the ωB97M-V functional and the def2-TZVPD basis

Structure (XYZ):
```
15
Properties=species:S:1:pos:R:3:lowdin_charge:R:1
N -2.068 -0.681 -0.476 0.0221
H 0.256 -0.027 -2.246 0.1139
H -0.575 1.224 1.953 0.0853
H 0.871 -1.178 1.895 0.1209
C 1.054 -0.058 1.434 -0.2924
C -0.643 -1.132 -0.428 -0.4361
S 1.799 -0.507 -0.381 0.7966
H -0.320 -2.155 -0.582 0.1245
H -1.727 -1.455 1.491 0.1608
H -2.800 -1.491 -0.451 0.1265
S -0.376 1.608 -0.361 0.8622
C -0.449 0.544 1.116 -0.5837
C 0.319 -0.026 -1.087 -0.8389
C -1.220 -0.724 0.812 -0.3193
H 1.634 0.610 2.075 0.0577
```

Gap between HOMO and LUMO in eV: 9.2
Charge: 0
HOMO energy in eV: -8.465
LUMO level in eV: 0.75

---

(Q)
C5H7NS2 | the ωB97M-V functional and the def2-TZVPD basis

Structure (XYZ):
```
15
Properties=species:S:1:pos:R:3:lowdin_charge:R:1
H -1.115 0.125 -1.724 0.1218
H -2.021 -1.281 -0.082 0.1028
H -0.032 2.557 -1.415 -0.1008
H 0.268 -1.037 -1.640 0.0842
C -0.706 0.376 0.875 -0.1527
S -0.119 -2.242 0.703 0.9330
N 1.408 -1.458 1.013 -0.2593
H -1.367 1.245 0.644 0.1185
H -0.528 0.499 1.931 0.1107
C 1.614 -0.294 0.570 -0.2549
S 1.045 2.057 -0.697 0.7667
C 0.470 0.452 -0.216 -0.8032
H 2.512 0.332 1.015 0.1460
C -0.386 -0.426 -1.133 -0.1747
C -1.043 -0.906 0.156 -0.6381
```

Gap between HOMO and LUMO in eV: 9.1
Charge: 0
HOMO energy in eV: -8.465
LUMO level in eV: 0.64

---

Order of stability, best first: (Q), (P)